95
Properties=species:S:1:pos:R:3 method="wB97M-V/def2-TZVPD" energy_ha=-5962.278488 homo_lumo_gap_ev="3.273 / 5.335" spin_multiplicity=2 total_charge=-2 lumo_energy_ev="3.96 / 3.96"
K 0.943 -0.562 -0.995
N 5.625 -2.811 -1.992
C 4.403 -2.251 -1.543
S 3.640 -1.157 -2.660
N 4.055 -2.649 -0.363
N 2.829 -2.249 0.118
C 2.634 -2.593 1.396
C 3.759 -3.124 2.220
C 3.696 -4.382 2.816
C 4.742 -4.870 3.591
C 5.883 -4.106 3.786
C 5.963 -2.849 3.193
C 4.919 -2.371 2.420
C 1.360 -2.433 2.013
C 1.180 -2.568 3.427
C -0.057 -2.433 3.990
C -1.170 -2.144 3.171
C -0.911 -1.964 1.821
N 0.272 -2.080 1.233
H 6.113 -2.174 -2.603
H 6.183 -3.121 -1.206
H 2.807 -4.982 2.664
H 4.664 -5.854 4.040
H 6.702 -4.483 4.388
H 6.850 -2.241 3.333
H 4.988 -1.399 1.947
H 2.036 -2.762 4.059
H -0.170 -2.532 5.066
H -2.170 -2.016 3.566
H -1.736 -1.691 1.162
C -6.389 1.153 3.241
C -5.122 0.308 3.425
C -5.508 -1.176 3.512
C -4.464 0.704 4.747
C -4.187 0.522 2.235
C -2.909 1.043 2.372
C -2.108 1.186 1.257
Br -0.344 1.819 1.491
C -2.532 0.817 -0.015
O -1.603 0.867 -1.033
C -3.810 0.278 -0.183
C -4.602 0.165 0.959
C -4.433 -0.188 -1.512
C -4.978 -1.616 -1.338
C -5.585 0.771 -1.849
C -3.489 -0.224 -2.717
H -7.073 1.003 4.082
H -6.915 0.885 2.323
H -6.137 2.214 3.182
H -6.170 -1.347 4.367
H -4.618 -1.796 3.632
H -6.025 -1.507 2.611
H -5.162 0.526 5.569
H -4.193 1.762 4.758
H -3.563 0.117 4.934
H -2.502 1.313 3.335
H -5.601 -0.235 0.842
H -5.750 -1.687 -0.570
H -4.171 -2.301 -1.071
H -5.414 -1.955 -2.281
H -6.350 0.776 -1.068
H -6.057 0.471 -2.790
H -5.196 1.785 -1.957
H -2.619 -0.855 -2.551
H -3.139 0.770 -2.988
H -4.047 -0.630 -3.567
N -0.152 -0.831 -3.704
C 0.417 0.116 -4.021
C 1.117 1.299 -4.461
C 2.454 1.192 -4.838
C 3.121 2.321 -5.286
C 2.459 3.538 -5.363
C 1.131 3.638 -4.969
C 0.452 2.523 -4.506
H 2.962 0.240 -4.746
H 4.166 2.247 -5.561
H 2.984 4.419 -5.716
H 0.622 4.594 -5.001
H -0.559 2.583 -4.124
C 5.277 4.268 -2.698
C 4.294 3.432 -1.925
C 4.675 2.265 -1.287
C 3.717 1.509 -0.622
N 2.437 1.857 -0.553
C 2.064 2.980 -1.172
C 2.950 3.791 -1.858
H 6.293 3.892 -2.579
H 5.252 5.309 -2.371
H 5.030 4.251 -3.762
H 5.697 1.909 -1.335
H 3.988 0.573 -0.147
H 1.005 3.216 -1.134
H 2.587 4.683 -2.355
S -2.370 3.301 -1.554
C -1.340 2.005 -1.795